(1)
{"formula": "C5H7NOS", "method": "ωB97M-V/def2-TZVPD", "species": ["C", "C", "N", "C", "C", "C", "S", "O", "H", "H", "H", "H", "H", "H", "H"], "positions_angstrom": [[2.759, 0.441, 1.207], [1.382, 0.080, 0.789], [0.569, -0.769, 1.323], [-0.576, -0.732, 0.532], [-1.780, -1.576, 0.813], [-0.367, 0.184, -0.457], [-1.380, 0.727, -1.782], [0.878, 0.699, -0.306], [3.480, 0.225, 0.409], [3.028, -0.133, 2.126], [2.799, 1.502, 1.471], [-2.038, -2.241, -0.022], [-1.591, -2.183, 1.688], [-2.659, -0.960, 0.994], [-0.452, 1.584, -2.266]], "forces_ev_per_angstrom": [[0.18, -0.30, 0.76], [0.02, -0.37, 0.33], [0.18, 0.17, -0.19], [-0.18, 0.36, -0.51], [0.05, 0.11, -0.38], [-0.47, -0.70, 0.42], [0.37, 0.21, -0.01], [0.24, 0.27, -0.09], [-0.13, 0.12, 0.22], [-0.26, 0.35, -0.85], [0.12, -0.07, -0.18], [0.20, 0.11, 0.11], [0.02, -0.11, 0.16], [-0.07, 0.08, 0.11], [-0.28, -0.23, 0.11]], "lowdin_charge": [-0.0014, -0.4083, 0.1693, -0.3317, -0.0387, -0.6378, 0.8278, 0.0335, 0.0865, 0.0988, 0.0835, 0.0814, 0.0727, 0.0761, -0.1117], "orbital_gap_ha": 0.323, "e_lumo_ev": 0.7, "smiles": "Cc1nc(C)c(S)o1", "de_lowest_kcal_mol": 11.0, "e_homo_ha": -0.297}


(2)
{"formula": "C4H4LiO2Pd", "method": "ωB97M-V/def2-TZVPD", "species": ["O", "C", "C", "H", "H", "H", "C", "C", "O", "Li", "H", "Pd"], "positions_angstrom": [[1.112, 0.319, -0.831], [1.061, 1.073, 0.167], [1.781, 1.965, 0.820], [2.721, 2.313, 0.391], [1.427, 2.346, 1.777], [0.007, -0.687, -1.085], [-0.723, 0.445, 1.045], [-1.298, -0.459, 0.385], [-1.155, -1.184, -0.638], [-2.300, -2.579, -1.416], [-0.570, 0.650, 2.096], [-2.063, -4.201, -2.711]], "forces_ev_per_angstrom": [[-1.69, -0.68, 0.35], [0.59, -1.47, -2.04], [-1.26, -0.06, 0.98], [-0.31, -0.27, -0.01], [0.21, 0.05, -0.41], [-0.44, 0.60, 1.33], [-0.66, -0.52, 1.39], [2.37, 1.75, 0.15], [1.18, 0.08, -1.56], [-0.03, 2.08, 1.54], [-0.20, 0.31, -0.25], [0.24, -1.87, -1.48]], "lowdin_charge": [0.0085, -0.2865, 0.0545, 0.0940, 0.0742, 0.2844, 0.0953, -0.2304, -0.1468, 0.4921, 0.0953, 0.4654], "charge": 1, "s_squared": 2.002, "orbital_gap_ha": [0.280, 0.207], "e_lumo_ev": [-4.8, -6.8], "spin_multiplicity": 3, "e_homo_ha": [-0.457, -0.457]}


(3)
{"formula": "C18H14FeN6O5S4", "method": "ωB97M-V/def2-TZVPD", "species": ["Fe", "O", "C", "O", "C", "C", "C", "C", "C", "O", "C", "C", "O", "O", "H", "H", "H", "H", "H", "H", "H", "H", "S", "C", "C", "N", "C", "S", "C", "N", "N", "C", "N", "C", "C", "S", "C", "C", "S", "C", "N", "N", "H", "H", "H", "H", "H", "H"], "positions_angstrom": [[0.177, -0.327, -0.386], [-3.874, -1.304, -0.282], [-2.752, -1.012, 0.137], [-1.917, -0.224, -0.422], [-2.343, -1.550, 1.518], [-1.630, -0.445, 2.302], [-1.482, -0.811, 3.786], [-0.321, -1.840, 3.738], [-0.075, -1.936, 2.232], [-0.282, -0.571, 1.826], [-1.247, -2.676, 1.551], [-0.840, -3.253, 0.201], [-1.121, -4.422, -0.065], [-0.171, -2.459, -0.552], [-3.254, -1.884, 2.012], [-1.992, 0.558, 2.096], [-1.207, 0.065, 4.373], [-2.409, -1.224, 4.188], [0.569, -1.451, 4.231], [-0.576, -2.806, 4.176], [0.920, -2.251, 1.931], [-1.581, -3.518, 2.157], [2.550, -0.589, -0.548], [3.269, 0.988, -0.252], [3.942, 1.584, -1.384], [4.471, 2.058, -2.294], [3.253, 1.679, 0.925], [2.521, 1.178, 2.414], [3.875, 2.994, 0.944], [4.360, 4.039, 0.993], [0.370, 3.040, 1.010], [0.165, 2.986, -0.327], [0.132, 1.894, -1.032], [-0.092, 2.156, -2.370], [-0.251, 3.456, -2.691], [-0.095, 4.429, -1.273], [-0.156, 0.999, -3.274], [-0.314, 1.005, -4.615], [-0.373, -0.625, -5.191], [-0.174, -1.202, -3.549], [-0.074, -0.236, -2.681], [-0.077, -2.511, -3.261], [0.901, 2.254, 1.418], [0.653, 3.933, 1.378], [-0.446, 3.895, -3.655], [-0.400, 1.840, -5.289], [-0.501, -3.163, -3.897], [-0.099, -2.744, -2.246]], "forces_ev_per_angstrom": [[-0.60, -0.01, -0.50], [0.03, -0.02, -0.04], [-0.06, 0.13, -0.06], [0.01, 0.06, -0.09], [0.06, -0.10, 0.13], [0.05, -0.02, 0.01], [0.04, -0.05, -0.03], [-0.04, 0.04, 0.02], [-0.09, 0.04, 0.03], [0.21, 0.07, 0.00], [-0.07, 0.04, 0.12], [0.18, 0.01, -0.12], [-0.05, 0.00, -0.05], [0.08, -0.09, 0.02], [-0.01, -0.04, 0.02], [0.03, 0.03, -0.01], [0.00, 0.00, -0.01], [0.00, -0.01, 0.00], [0.00, 0.00, 0.00], [-0.01, 0.00, 0.00], [0.02, 0.04, -0.03], [-0.05, 0.02, 0.05], [0.34, 0.03, 0.13], [0.05, 0.07, -0.38], [-0.20, -0.08, 0.27], [0.02, -0.04, -0.04], [0.15, 0.21, 0.20], [0.16, 0.03, 0.01], [-0.06, -0.40, -0.04], [-0.04, 0.08, 0.03], [-0.26, 0.02, -0.29], [0.14, 0.16, 0.07], [-0.01, -0.14, 0.17], [-0.03, -0.27, 0.02], [-0.01, 0.16, -0.05], [-0.01, 0.05, 0.03], [0.00, 0.12, 0.30], [-0.04, 0.02, -0.16], [0.02, -0.07, -0.02], [-0.03, 0.18, -0.08], [0.06, -0.23, 0.02], [0.00, -0.13, 0.10], [-0.07, -0.01, 0.17], [0.07, -0.01, 0.02], [0.01, -0.04, 0.01], [-0.01, 0.00, 0.05], [0.03, 0.03, 0.02], [-0.04, 0.10, -0.02]], "lowdin_charge": [0.5976, 0.0020, -0.6231, -0.0990, -0.1033, -0.2539, -0.0954, -0.1004, -0.2506, -0.1739, -0.0982, -0.6016, 0.0087, -0.1351, 0.1400, 0.1589, 0.1067, 0.1061, 0.1082, 0.1065, 0.1544, 0.1402, 0.5633, -0.7729, -0.3248, 0.1108, -0.8485, 0.4641, -0.3281, 0.1090, 0.0961, -0.6694, 0.0592, -0.3137, -0.3694, 1.0077, -0.3232, -0.3754, 0.9911, -0.6609, 0.0478, 0.1163, -0.0374, 0.0840, 0.0621, 0.0596, 0.0869, 0.0712], "charge": -2, "s_squared": 6.009, "orbital_gap_ha": [0.201, 0.205], "e_lumo_ev": [4.0, 4.0], "spin_multiplicity": 5, "e_homo_ha": [-0.052, -0.057]}